No. 1
50
Properties=species:S:1:pos:R:3:mulliken_charge:R:1 method="wB97M-V/def2-TZVPD" gap_ev=4.9538 charge=-2 spin_multiplicity=1 total_energy_ev=-51898.093
Cs -0.04 1.17 -0.36 0.92
C 5.40 4.90 1.71 -0.77
S 5.61 4.50 -0.05 -0.15
C 4.25 3.26 -0.06 0.23
S 2.71 3.89 -0.06 -0.43
N 4.75 2.08 -0.07 -0.64
N 4.02 0.98 0.16 -0.08
C 4.60 -0.13 -0.19 -0.47
C 4.09 -1.43 0.07 0.87
C 4.87 -2.56 -0.30 -0.71
C 4.40 -3.83 -0.06 -0.20
C 3.14 -3.97 0.54 -0.59
C 2.44 -2.81 0.85 -0.22
N 2.88 -1.59 0.64 -0.36
H 6.07 5.73 1.94 0.26
H 5.67 4.02 2.30 0.25
H 4.37 5.17 1.89 0.24
H 5.56 -0.09 -0.72 0.30
H 5.83 -2.40 -0.77 0.28
H 4.97 -4.70 -0.34 0.39
H 2.73 -4.95 0.74 0.37
H 1.44 -2.87 1.28 0.48
C -4.37 5.41 -0.13 -0.24
C -4.65 4.12 -0.55 -0.51
C -3.62 3.24 -0.86 -0.54
C -2.27 3.60 -0.79 -0.44
C -2.03 4.92 -0.40 -0.32
C -3.04 5.81 -0.05 -0.44
H -5.17 6.09 0.14 0.31
H -5.69 3.80 -0.63 0.29
H -3.90 2.23 -1.17 0.32
H -1.01 5.28 -0.35 0.30
H -2.81 6.82 0.28 0.29
C -2.41 -5.51 -0.95 -0.34
C -1.23 -4.77 -1.12 -0.63
C -1.18 -3.44 -0.81 -0.52
C -2.31 -2.75 -0.32 -0.55
C -2.24 -1.34 -0.06 -0.21
C -3.43 -0.78 0.36 -0.12
C -4.62 -1.51 0.55 -0.53
C -4.66 -2.86 0.34 -0.78
C -3.51 -3.51 -0.13 0.94
C -3.52 -4.89 -0.45 -0.71
H -2.44 -6.56 -1.22 0.34
H -0.35 -5.28 -1.51 0.37
H -0.26 -2.89 -0.95 0.52
H -3.48 0.29 0.55 0.29
H -5.52 -1.00 0.88 0.35
H -5.57 -3.43 0.52 0.27
H -4.45 -5.44 -0.32 0.29



No. 2
8
Properties=species:S:1:pos:R:3:mulliken_charge:R:1 method="wB97M-V/def2-TZVPD" smiles="FCP(=S)(Cl)Cl" e_above_lowest_kcal_mol=35.6 gap_ev=8.0104 spin_multiplicity=1 total_energy_ev=-48955.596
F 1.25 1.41 -0.49 -0.23
C 0.06 1.01 -0.03 -0.36
P -0.03 -0.91 0.12 0.59
S -2.25 -1.47 0.71 -0.35
Cl 1.44 -1.39 1.36 -0.14
Cl 0.47 -1.48 -1.75 -0.15
H -0.33 1.45 0.84 0.34
H -0.61 1.39 -0.77 0.30



No. 3
16
Properties=species:S:1:pos:R:3:mulliken_charge:R:1 method="wB97M-V/def2-TZVPD" smiles=C[C@@H](O)CCO e_above_lowest_kcal_mol=15.7 gap_ev=10.5493 spin_multiplicity=1 total_energy_ev=-8404.865
C 0.40 2.10 -0.28 -1.35
C -0.30 0.80 0.15 0.35
O -1.33 0.63 -0.82 -0.58
C 0.71 -0.33 0.29 -0.63
C 0.04 -1.68 0.47 -0.51
O -0.66 -1.97 -0.75 -0.56
H -0.34 2.88 -0.45 0.33
H 1.13 2.43 0.47 0.34
H 0.90 1.90 -1.23 0.34
H -0.78 0.94 1.14 0.18
H -1.41 -0.31 -1.03 0.44
H 1.31 -0.14 1.20 0.35
H 1.42 -0.39 -0.55 0.35
H -0.65 -1.65 1.33 0.31
H 0.78 -2.47 0.67 0.34
H -1.22 -2.74 -0.61 0.31



No. 4
58
Properties=species:S:1:pos:R:3:mulliken_charge:R:1 method="wB97M-V/def2-TZVPD" smiles=CCN[C@H](C#N)[C@H](C#N)C(F)(F)C(F)(F)F.COC[C@@H](C)N.COC[C@@H](C)N gap_ev=9.8849 spin_multiplicity=1 total_energy_ev=-42209.494
C -2.78 3.38 -4.18 -1.18
C -3.01 2.44 -2.99 -0.29
N -1.83 2.44 -2.12 -0.27
C -1.70 1.25 -1.27 0.17
C -2.04 1.60 0.11 0.02
N -2.21 1.89 1.22 -0.60
C -0.23 0.78 -1.35 -0.36
C -0.01 0.40 -2.72 -0.07
N 0.14 0.17 -3.85 -0.54
C 0.11 -0.37 -0.38 1.08
F -0.98 -0.90 0.15 -0.23
F 0.74 -1.35 -1.05 -0.32
C 1.09 0.08 0.73 0.58
F 1.10 -0.80 1.72 -0.27
F 2.31 0.18 0.21 -0.27
F 0.76 1.28 1.22 -0.27
H -2.54 2.83 -5.07 0.31
H -3.63 4.02 -4.36 0.34
H -1.92 4.00 -3.96 0.33
H -3.18 1.44 -3.36 0.32
H -3.90 2.77 -2.46 0.35
H -1.79 3.27 -1.56 0.34
H -2.37 0.48 -1.60 0.41
H 0.38 1.65 -1.18 0.41
C 7.77 0.28 2.43 -0.64
O 6.43 -0.01 2.09 -0.39
C 5.45 0.62 2.89 -0.55
C 5.13 2.07 2.49 0.45
C 6.19 3.08 2.91 -1.50
N 4.88 2.20 1.05 -0.70
H 7.90 0.41 3.51 0.30
H 8.13 1.18 1.92 0.23
H 8.39 -0.56 2.11 0.26
H 4.55 0.02 2.75 0.24
H 5.73 0.55 3.95 0.41
H 4.20 2.33 3.01 0.37
H 7.05 3.06 2.26 0.29
H 5.78 4.09 2.87 0.37
H 6.53 2.90 3.93 0.35
H 4.09 1.61 0.80 0.20
H 5.67 1.79 0.57 0.33
C -2.88 -4.74 -0.26 -0.58
O -4.25 -4.98 -0.56 -0.41
C -5.18 -4.31 0.26 -0.74
C -5.45 -2.85 -0.13 0.38
C -4.33 -1.88 0.26 -1.22
N -5.73 -2.69 -1.56 -0.71
H -2.72 -4.62 0.81 0.30
H -2.51 -3.86 -0.79 0.16
H -2.32 -5.60 -0.60 0.30
H -6.11 -4.86 0.16 0.36
H -4.87 -4.39 1.32 0.39
H -6.34 -2.54 0.42 0.39
H -3.48 -1.95 -0.42 -0.01
H -4.69 -0.86 0.23 0.43
H -3.97 -2.08 1.27 0.38
H -6.55 -3.24 -1.80 0.28
H -4.98 -3.14 -2.07 0.30



No. 5
6
Properties=species:S:1:pos:R:3:mulliken_charge:R:1 method="wB97M-V/def2-TZVPD" gap_ev=12.5330 charge=+1 spin_multiplicity=1 total_energy_ev=-4158.923
H 1.00 -1.48 -0.12 0.36
C -0.90 0.02 0.01 -0.14
C 0.37 -0.62 0.12 0.31
O 0.56 0.60 0.10 -0.08
H -1.47 0.23 0.92 0.28
H -1.34 0.17 -0.98 0.28



No. 6
2
Properties=species:S:1:pos:R:3:lowdin_spin:R:1 method="wB97M-V/def2-TZVPD" e_above_lowest_kcal_mol=2.1 gap_ev="7.8951 / 8.8262" spin_multiplicity=7 total_energy_ev=-101361.989
Mn 1.03 -0.55 -0.51 5.77
Br -1.03 0.55 0.51 0.23



No. 7
78
Properties=species:S:1:pos:R:3:lowdin_spin:R:1 method="wB97M-V/def2-TZVPD" gap_ev="8.7819 / 9.1087" spin_multiplicity=2 total_energy_ev=-70569.526
C 3.54 -3.73 -2.68 0.00
C 2.61 -2.59 -1.88 0.02
C 1.93 -3.45 -0.62 0.00
C 1.46 -2.14 -2.96 0.02
C 0.83 -0.66 -2.66 0.00
C 0.78 0.14 -4.09 0.00
B 2.19 0.81 -4.58 0.00
O 2.32 2.30 -4.36 0.00
O 3.28 0.07 -5.23 0.00
Si -1.06 -0.95 -2.19 0.00
C -1.97 0.79 -2.09 0.00
C -2.00 -1.96 -3.55 0.00
C -1.30 -1.78 -0.47 0.00
C 1.48 0.15 -1.41 0.01
C 2.98 -0.25 -0.95 0.02
C 2.95 -0.34 0.72 0.01
C 3.94 1.08 -1.26 0.00
N 3.57 -1.52 -1.45 0.37
O 4.63 -1.38 -2.26 0.52
H 4.51 -3.98 -2.06 0.00
H 3.83 -3.36 -3.78 0.00
H 2.84 -4.66 -2.83 0.00
H 2.38 -4.55 -0.61 0.00
H 0.78 -3.60 -0.83 0.00
H 2.17 -3.00 0.43 0.00
H 1.93 -2.15 -4.05 0.00
H 0.60 -2.95 -2.91 0.00
H 0.49 -0.67 -4.92 0.00
H -0.10 0.95 -4.15 0.00
H 2.99 2.49 -3.64 0.00
H 3.68 -0.52 -4.53 0.00
H -3.03 0.58 -1.60 0.00
H -1.36 1.54 -1.42 0.00
H -2.13 1.23 -3.17 0.00
H -3.16 -1.91 -3.42 0.00
H -1.61 -1.63 -4.61 0.00
H -1.68 -3.09 -3.39 0.00
H -2.03 -1.14 0.21 0.00
H -1.81 -2.84 -0.63 0.00
H -0.29 -1.88 0.14 0.00
H 0.77 0.08 -0.45 0.00
H 1.48 1.31 -1.69 0.00
H 2.78 0.79 1.07 0.00
H 3.98 -0.67 1.17 0.00
H 2.02 -0.94 1.12 0.00
H 3.38 2.08 -0.95 0.00
H 4.22 1.19 -2.39 0.00
H 4.94 0.93 -0.64 0.00
O 1.25 0.24 2.97 0.00
S 1.11 1.37 3.87 0.00
O 2.26 2.09 4.37 0.00
O 0.18 0.93 5.13 0.00
C 0.53 -0.23 5.87 0.00
C 1.67 0.06 6.84 0.00
C -0.01 2.53 3.15 0.00
H 0.78 -1.06 5.20 0.00
H -0.35 -0.53 6.44 0.00
H 2.60 0.26 6.30 0.00
H 1.84 -0.80 7.50 0.00
H 1.45 0.94 7.44 0.00
H -0.91 2.00 2.83 0.00
H 0.48 3.00 2.30 0.00
H -0.26 3.29 3.90 0.00
O -3.13 2.73 1.86 0.00
S -4.15 1.74 2.13 0.00
O -4.19 0.47 1.45 0.00
O -5.62 2.44 2.02 0.00
C -5.95 3.14 0.82 0.00
C -6.33 2.19 -0.29 0.00
C -4.19 1.44 3.88 0.00
H -5.12 3.80 0.52 0.00
H -6.80 3.79 1.06 0.00
H -5.47 1.60 -0.62 0.00
H -6.72 2.74 -1.15 0.00
H -7.10 1.48 0.05 0.00
H -4.22 2.39 4.41 0.00
H -3.29 0.89 4.15 0.00
H -5.07 0.83 4.12 0.00



No. 8
12
Properties=species:S:1:pos:R:3:lowdin_spin:R:1 method="wB97M-V/def2-TZVPD" e_above_lowest_kcal_mol=20.0 gap_ev="7.1676 / 3.4217" charge=+1 spin_multiplicity=2 total_energy_ev=-9339.651
O 0.73 -2.56 -0.93 0.66
C -0.16 -1.86 -1.28 0.15
C -0.11 -0.68 -2.17 0.09
H -1.16 -1.99 -0.78 0.09
H 0.79 -0.80 -2.79 0.00
H -0.92 -0.80 -2.90 0.00
H -0.14 0.39 -1.94 0.00
O 0.05 2.31 1.39 0.00
C 0.14 1.45 2.21 0.00
O 0.14 1.61 3.52 0.00
H 0.27 0.41 1.91 0.00
H 0.38 2.52 3.75 0.00



No. 9
18
Properties=species:S:1:pos:R:3:mulliken_charge:R:1 method="wB97M-V/def2-TZVPD" e_above_lowest_kcal_mol=101.1 gap_ev="8.2269 / 7.8055" charge=+1 spin_multiplicity=1 total_energy_ev=-10817.018
C -2.80 -0.45 0.16 -1.24
C -1.31 -0.83 0.11 -0.70
C -0.39 0.28 -0.47 -0.58
N 0.86 -0.33 -0.10 -0.08
C 2.07 0.33 0.10 0.64
N 2.07 1.63 0.31 -0.28
N 3.29 -0.21 -0.14 -0.05
O 3.65 -1.36 -0.01 -0.18
H -3.05 0.53 0.60 0.34
H -3.20 -0.28 -0.80 0.39
H -3.25 -1.27 0.86 0.29
H -1.09 -1.66 -0.41 0.50
H -1.02 -1.08 1.09 0.48
H -0.55 0.32 -1.53 0.27
H -0.50 1.25 -0.03 0.42
H 0.82 -1.18 -0.55 0.25
H 3.06 1.99 0.52 0.31
H 1.33 2.31 0.27 0.23



No. 10
58
Properties=species:S:1:pos:R:3:lowdin_spin:R:1 method="wB97M-V/def2-TZVPD" e_above_lowest_kcal_mol=0.0 gap_ev="7.3503 / 7.5839" charge=+1 spin_multiplicity=3 total_energy_ev=-40348.395
Pd -0.08 0.22 -2.14 0.80
C -0.38 -1.95 -0.01 0.03
C -1.76 0.36 0.29 0.03
C -1.23 1.77 0.12 0.00
C -1.32 2.67 1.18 0.00
C -0.81 3.95 1.03 0.00
C -0.22 4.29 -0.18 0.00
C -0.16 3.34 -1.18 0.00
N -0.65 2.11 -1.04 0.03
N -0.26 -1.94 -1.49 0.07
C -1.39 -2.55 -2.20 0.00
C -2.43 -1.57 -2.72 0.01
C -3.75 -1.96 -2.85 0.00
C -4.67 -1.08 -3.41 0.00
C -4.23 0.16 -3.82 0.00
C -2.90 0.49 -3.64 0.01
N -2.01 -0.36 -3.10 0.03
C 1.04 -2.50 -1.90 0.00
C 2.20 -1.59 -1.51 0.01
C 3.43 -2.12 -1.15 0.00
C 4.48 -1.25 -0.88 0.00
C 4.26 0.11 -0.97 0.00
C 3.00 0.56 -1.32 0.00
N 1.99 -0.27 -1.59 0.04
H -1.12 -2.69 0.29 0.00
H 0.58 -2.29 0.39 0.00
H -2.53 0.38 1.07 0.00
H -2.24 0.04 -0.63 0.00
H -1.79 2.37 2.10 0.00
H -0.87 4.66 1.84 0.00
H 0.19 5.28 -0.34 0.00
H 0.28 3.57 -2.14 0.00
H -1.88 -3.30 -1.57 0.00
H -1.00 -3.09 -3.07 0.00
H -4.06 -2.95 -2.52 0.00
H -5.70 -1.37 -3.52 0.00
H -4.91 0.88 -4.26 0.00
H -2.51 1.46 -3.92 0.00
H 1.05 -2.59 -2.99 0.00
H 1.21 -3.49 -1.47 0.00
H 3.55 -3.19 -1.08 0.00
H 5.45 -1.64 -0.60 0.00
H 5.05 0.82 -0.77 0.00
H 2.78 1.62 -1.39 0.00
N 2.81 1.35 7.69 0.07
C 2.34 1.05 6.68 0.02
C 1.75 0.68 5.43 0.14
C 2.31 1.14 4.23 -0.02
C 1.75 0.80 3.03 0.13
C 0.59 -0.03 2.98 0.04
C 0.05 -0.50 4.21 0.13
C 0.62 -0.15 5.41 -0.02
C 0.02 -0.37 1.79 0.38
C -0.67 -0.63 0.71 0.05
H 3.19 1.78 4.27 0.00
H 2.18 1.16 2.10 0.01
H -0.82 -1.14 4.19 0.01
H 0.20 -0.50 6.34 0.00



No. 11
59
Properties=species:S:1:pos:R:3:mulliken_charge:R:1 method="wB97M-V/def2-TZVPD" smiles="COc1ccc(N(CC(=O)NCCc2ccc(C)cc2)S(=O)(=O)c2c(C)noc2C)cc1" e_above_lowest_kcal_mol=92.0 gap_ev=8.9876 spin_multiplicity=1 total_energy_ev=-49831.276
C 2.39 3.72 4.78 -0.86
O 2.49 2.36 4.44 -0.47
C 1.78 1.91 3.37 0.76
C 0.97 2.69 2.56 -0.66
C 0.28 2.12 1.50 -0.71
C 0.39 0.77 1.22 -0.44
N -0.32 0.15 0.18 0.70
C -0.95 0.93 -0.85 -1.00
C 0.04 1.65 -1.77 0.31
O -0.32 2.59 -2.46 -0.70
N 1.29 1.17 -1.74 0.18
C 2.22 1.45 -2.82 -0.89
C 2.45 0.18 -3.67 -1.23
C 1.14 -0.55 -3.81 0.52
C 0.89 -1.68 -3.03 -0.21
C -0.36 -2.28 -3.05 -0.43
C -1.39 -1.76 -3.82 0.98
C -2.75 -2.38 -3.76 -1.44
C -1.12 -0.65 -4.61 -0.82
C 0.13 -0.05 -4.61 -0.47
S -0.83 -1.43 0.40 1.84
O -1.97 -1.64 -0.44 -0.70
O 0.28 -2.33 0.25 -0.76
C -1.35 -1.47 2.09 1.12
C -2.40 -0.68 2.64 -0.20
C -3.21 0.34 1.94 -1.07
N -2.56 -0.98 3.90 -0.80
O -1.65 -1.95 4.21 -0.15
C -0.92 -2.25 3.13 -0.05
C 0.13 -3.28 3.22 -1.42
C 1.24 -0.01 2.01 -0.34
C 1.92 0.55 3.07 -0.93
H 3.03 3.85 5.66 0.24
H 2.75 4.37 3.98 0.33
H 1.36 4.00 5.04 0.34
H 0.85 3.75 2.74 0.43
H -0.34 2.76 0.88 0.46
H -1.67 1.66 -0.46 0.27
H -1.50 0.22 -1.48 0.69
H 1.46 0.33 -1.20 0.14
H 1.77 2.24 -3.41 0.49
H 3.17 1.80 -2.40 0.36
H 2.84 0.47 -4.64 0.41
H 3.18 -0.47 -3.18 0.33
H 1.66 -2.09 -2.40 0.35
H -0.54 -3.14 -2.42 0.38
H -3.09 -2.39 -2.73 0.24
H -3.46 -1.82 -4.37 0.37
H -2.72 -3.40 -4.12 0.35
H -1.91 -0.23 -5.23 0.33
H 0.31 0.82 -5.22 0.39
H -3.45 -0.02 0.94 0.26
H -2.65 1.27 1.87 0.16
H -4.13 0.52 2.50 0.47
H 0.93 -2.94 3.87 0.30
H 0.52 -3.48 2.23 0.27
H -0.28 -4.19 3.66 0.47
H 1.39 -1.05 1.76 1.02
H 2.58 -0.04 3.68 0.47



No. 12
74
Properties=species:S:1:pos:R:3:mulliken_charge:R:1 method="wB97M-V/def2-TZVPD" e_above_lowest_kcal_mol=0.0 gap_ev=8.5882 charge=+1 spin_multiplicity=1 total_energy_ev=-108682.183
Zn 0.94 1.07 1.55 1.30
C 1.18 3.77 3.04 -0.75
C 0.58 2.74 4.00 -0.87
N 1.05 1.38 3.67 -0.07
C 2.35 0.98 4.22 -0.86
C 3.57 1.57 3.50 -0.68
S 3.54 1.44 1.68 -0.09
C 3.54 3.18 1.14 -0.75
C 2.17 3.78 0.79 -0.62
N 1.10 3.29 1.66 -0.31
H 0.67 4.73 3.17 0.40
H 2.23 3.94 3.29 0.29
H 0.82 3.01 5.03 0.44
H -0.50 2.73 3.87 0.37
H 0.36 0.73 4.02 0.28
H 2.44 1.24 5.28 0.45
H 2.40 -0.11 4.14 0.37
H 3.72 2.62 3.76 0.42
H 4.46 1.03 3.83 0.57
H 4.03 3.75 1.93 0.46
H 4.18 3.22 0.27 0.48
H 2.26 4.87 0.82 0.47
H 1.91 3.50 -0.23 0.21
H 0.20 3.54 1.27 0.28
C -4.10 -0.31 -3.67 -1.77
C -3.01 0.62 -4.19 0.48
C -2.43 0.08 -5.49 -0.99
C -1.37 1.02 -6.03 -1.00
C -0.29 1.20 -4.99 1.13
C 1.00 1.49 -5.36 -0.76
C 1.99 1.62 -4.39 0.01
F 3.24 1.90 -4.78 -0.35
C 1.72 1.46 -3.06 -1.15
C 0.40 1.18 -2.66 0.55
C 0.12 1.07 -1.24 1.50
O 1.08 1.14 -0.42 -0.63
C -1.25 0.89 -0.89 0.31
C -2.18 0.76 -1.90 -0.58
N -1.91 0.80 -3.21 0.24
C -0.61 1.05 -3.63 -0.84
C -1.79 0.77 0.52 -0.10
O -2.95 0.43 0.67 -0.78
O -0.98 1.04 1.48 -0.86
H -4.78 -0.55 -4.49 0.43
H -4.70 0.15 -2.88 0.52
H -3.67 -1.24 -3.30 0.40
H -3.44 1.61 -4.39 0.12
H -3.24 -0.03 -6.22 0.39
H -2.00 -0.90 -5.32 0.34
H -1.81 1.99 -6.27 0.32
H -0.93 0.63 -6.95 0.47
H 1.26 1.61 -6.40 0.53
H 2.49 1.53 -2.30 0.60
H -3.20 0.61 -1.59 0.63
N -4.01 -8.23 2.38 -0.46
C -3.27 -7.35 2.28 0.04
C -2.35 -6.27 2.15 0.42
C -2.80 -4.95 2.20 -1.18
C -1.91 -3.90 2.07 -0.45
C -0.55 -4.16 1.88 1.89
C -0.10 -5.47 1.82 -0.51
C -0.99 -6.52 1.95 -1.10
N 0.36 -3.08 1.75 0.40
C 1.71 -3.16 1.47 -0.17
C 2.18 -1.88 1.43 -1.36
N 1.14 -1.02 1.71 0.13
C 0.08 -1.76 1.89 -0.66
H -3.85 -4.75 2.34 0.46
H -2.29 -2.89 2.10 0.39
H 0.95 -5.69 1.68 0.30
H -0.64 -7.54 1.91 0.45
H 2.23 -4.09 1.29 0.39
H 3.17 -1.53 1.23 0.58
H -0.90 -1.37 2.09 0.52



Repeat the third record exactly.
16
Properties=species:S:1:pos:R:3:mulliken_charge:R:1 method="wB97M-V/def2-TZVPD" smiles=C[C@@H](O)CCO e_above_lowest_kcal_mol=15.7 gap_ev=10.5493 spin_multiplicity=1 total_energy_ev=-8404.865
C 0.40 2.10 -0.28 -1.35
C -0.30 0.80 0.15 0.35
O -1.33 0.63 -0.82 -0.58
C 0.71 -0.33 0.29 -0.63
C 0.04 -1.68 0.47 -0.51
O -0.66 -1.97 -0.75 -0.56
H -0.34 2.88 -0.45 0.33
H 1.13 2.43 0.47 0.34
H 0.90 1.90 -1.23 0.34
H -0.78 0.94 1.14 0.18
H -1.41 -0.31 -1.03 0.44
H 1.31 -0.14 1.20 0.35
H 1.42 -0.39 -0.55 0.35
H -0.65 -1.65 1.33 0.31
H 0.78 -2.47 0.67 0.34
H -1.22 -2.74 -0.61 0.31



Copy entry 12 word for word.
74
Properties=species:S:1:pos:R:3:mulliken_charge:R:1 method="wB97M-V/def2-TZVPD" e_above_lowest_kcal_mol=0.0 gap_ev=8.5882 charge=+1 spin_multiplicity=1 total_energy_ev=-108682.183
Zn 0.94 1.07 1.55 1.30
C 1.18 3.77 3.04 -0.75
C 0.58 2.74 4.00 -0.87
N 1.05 1.38 3.67 -0.07
C 2.35 0.98 4.22 -0.86
C 3.57 1.57 3.50 -0.68
S 3.54 1.44 1.68 -0.09
C 3.54 3.18 1.14 -0.75
C 2.17 3.78 0.79 -0.62
N 1.10 3.29 1.66 -0.31
H 0.67 4.73 3.17 0.40
H 2.23 3.94 3.29 0.29
H 0.82 3.01 5.03 0.44
H -0.50 2.73 3.87 0.37
H 0.36 0.73 4.02 0.28
H 2.44 1.24 5.28 0.45
H 2.40 -0.11 4.14 0.37
H 3.72 2.62 3.76 0.42
H 4.46 1.03 3.83 0.57
H 4.03 3.75 1.93 0.46
H 4.18 3.22 0.27 0.48
H 2.26 4.87 0.82 0.47
H 1.91 3.50 -0.23 0.21
H 0.20 3.54 1.27 0.28
C -4.10 -0.31 -3.67 -1.77
C -3.01 0.62 -4.19 0.48
C -2.43 0.08 -5.49 -0.99
C -1.37 1.02 -6.03 -1.00
C -0.29 1.20 -4.99 1.13
C 1.00 1.49 -5.36 -0.76
C 1.99 1.62 -4.39 0.01
F 3.24 1.90 -4.78 -0.35
C 1.72 1.46 -3.06 -1.15
C 0.40 1.18 -2.66 0.55
C 0.12 1.07 -1.24 1.50
O 1.08 1.14 -0.42 -0.63
C -1.25 0.89 -0.89 0.31
C -2.18 0.76 -1.90 -0.58
N -1.91 0.80 -3.21 0.24
C -0.61 1.05 -3.63 -0.84
C -1.79 0.77 0.52 -0.10
O -2.95 0.43 0.67 -0.78
O -0.98 1.04 1.48 -0.86
H -4.78 -0.55 -4.49 0.43
H -4.70 0.15 -2.88 0.52
H -3.67 -1.24 -3.30 0.40
H -3.44 1.61 -4.39 0.12
H -3.24 -0.03 -6.22 0.39
H -2.00 -0.90 -5.32 0.34
H -1.81 1.99 -6.27 0.32
H -0.93 0.63 -6.95 0.47
H 1.26 1.61 -6.40 0.53
H 2.49 1.53 -2.30 0.60
H -3.20 0.61 -1.59 0.63
N -4.01 -8.23 2.38 -0.46
C -3.27 -7.35 2.28 0.04
C -2.35 -6.27 2.15 0.42
C -2.80 -4.95 2.20 -1.18
C -1.91 -3.90 2.07 -0.45
C -0.55 -4.16 1.88 1.89
C -0.10 -5.47 1.82 -0.51
C -0.99 -6.52 1.95 -1.10
N 0.36 -3.08 1.75 0.40
C 1.71 -3.16 1.47 -0.17
C 2.18 -1.88 1.43 -1.36
N 1.14 -1.02 1.71 0.13
C 0.08 -1.76 1.89 -0.66
H -3.85 -4.75 2.34 0.46
H -2.29 -2.89 2.10 0.39
H 0.95 -5.69 1.68 0.30
H -0.64 -7.54 1.91 0.45
H 2.23 -4.09 1.29 0.39
H 3.17 -1.53 1.23 0.58
H -0.90 -1.37 2.09 0.52